Below is 3 unconnected molecules or ions with the total composition C5H8O2, with properties calculated with wB97M-V/def2-TZVPD.

XYZ file:
```
15
Properties=species:S:1:pos:R:3:forces:R:3
C -0.75776 -1.67009 0.56630 -0.271 0.095 -0.110
C -1.08623 -0.44965 0.20128 -0.540 0.311 -0.122
O -1.54813 0.53022 -0.24551 0.149 -0.872 0.602
H 0.13839 -1.98163 1.08333 -0.230 0.293 -0.130
H -1.54060 -2.37045 0.30022 0.113 -0.215 0.088
C 1.50614 0.51359 0.86725 -0.057 0.164 0.215
C 0.53874 0.97146 1.66226 0.336 0.058 -0.019
H 2.13253 -0.32616 1.16628 -0.114 0.152 -0.040
H 1.70216 0.94880 -0.11286 -0.053 -0.069 0.245
H 0.31201 0.51913 2.62683 0.164 0.108 -0.140
H -0.09738 1.80033 1.35799 0.222 -0.115 0.105
C -0.32557 0.37198 -2.37661 0.248 0.472 -0.130
O 0.59950 1.14582 -2.32010 -0.409 -0.449 -0.179
H -0.26134 -0.65907 -1.98381 0.202 0.051 -0.265
H -1.31247 0.65573 -2.79285 0.242 0.018 -0.120
```
Positions in Å, forces in eV/Å.

Calculated values
- M (g mol⁻¹) = 100.117
- LUMO level (eV) = 0.867
- energy (eV) = -9406.441
- HOMO-LUMO gap (Ha) = 0.3777

---

Below is a single C5H8O2 molecule, with properties calculated with wB97M-V/def2-TZVPD.

XYZ file:
```
15
Properties=species:S:1:pos:R:3:forces:R:3
C -0.00261 -0.55602 -1.53644 0.056 -0.038 -0.036
C -0.26920 0.36941 -0.35800 0.175 -0.133 0.039
O -1.33636 1.22485 -0.74545 -0.062 0.168 0.128
C -0.61423 -0.39126 0.95212 0.059 0.062 0.016
C 0.62344 -0.30941 1.78204 0.148 0.002 -0.098
O 1.68525 -0.06332 1.22664 -0.432 0.412 0.256
C 0.86249 1.30458 0.06133 0.141 -0.159 -0.222
H 0.81650 -1.24015 -1.29160 -0.106 0.059 -0.034
H -0.88846 -1.13987 -1.81044 0.088 0.072 0.095
H 0.29272 0.04302 -2.40369 -0.045 -0.095 0.127
H -1.29532 1.97754 -0.13337 0.006 -0.028 -0.164
H -1.46402 0.07708 1.46043 0.130 -0.036 -0.028
H -0.87000 -1.45048 0.79835 0.028 0.165 0.034
H 0.60920 -0.38170 2.87719 -0.052 -0.459 0.011
H 1.71976 1.23286 -0.62169 -0.133 0.007 -0.126
```
Positions in Å, forces in eV/Å.

Calculated values
- M (g mol⁻¹) = 100.117
- LUMO level (eV) = 0.041
- energy (eV) = -9405.237
- HOMO-LUMO gap (Ha) = 0.3080

---

Below is a molecular structure, C5H8O2, with properties calculated with wB97M-V/def2-TZVPD.

XYZ file:
```
15
Properties=species:S:1:pos:R:3:forces:R:3
O 2.14081 -1.02136 -0.04725 -0.011 0.156 -0.434
C 0.97304 -0.35028 0.37064 -0.332 0.196 0.169
C 0.65108 1.09280 -0.15284 0.111 0.061 0.075
C -0.81792 0.85115 -0.52801 -0.009 0.336 -0.036
C -1.38600 -0.04651 0.58348 -0.099 0.053 0.170
C -0.36639 -0.97466 -0.07653 0.045 -0.361 0.108
O -0.67960 -0.33629 -1.35617 0.203 -0.187 0.013
H 1.92467 -1.64966 -0.74727 0.000 0.268 -0.015
H 1.05328 -0.30142 1.46305 -0.192 -0.200 -0.139
H 0.76598 1.87267 0.60502 0.135 -0.142 -0.042
H 1.21936 1.36240 -1.04787 -0.013 -0.113 0.173
H -1.38017 1.69006 -0.94919 0.105 -0.310 -0.133
H -1.24527 0.25335 1.62489 -0.014 -0.094 -0.093
H -2.40415 -0.37879 0.38134 0.066 0.187 0.003
H -0.44873 -2.06346 -0.12331 0.006 0.149 0.179
```
Positions in Å, forces in eV/Å.

Calculated values
- M (g mol⁻¹) = 100.117
- LUMO level (eV) = 0.997
- energy (eV) = -9407.931
- HOMO-LUMO gap (Ha) = 0.3936

---

Below is a molecular structure, C5H8O2, with properties calculated with wB97M-V/def2-TZVPD.

XYZ file:
```
15
Properties=species:S:1:pos:R:3:forces:R:3
C -0.26989 1.49169 -0.43998 -0.009 0.050 0.145
C -0.21000 0.02050 -0.13561 -0.418 -0.209 0.574
C -0.99678 -0.92635 -0.75086 0.171 0.181 0.622
C -1.11250 -0.32534 1.62744 -0.067 -0.218 -1.064
O 0.98466 -0.46521 0.43432 0.337 0.002 0.140
C 2.18089 -0.32864 -0.13838 0.238 0.180 -0.442
O 2.42454 0.13058 -1.21851 -0.157 -0.137 0.302
H 0.52027 1.78383 -1.13943 -0.098 -0.177 0.129
H -0.16887 2.04030 0.49511 0.050 0.068 -0.111
H -1.23382 1.74332 -0.89113 0.106 -0.120 0.150
H -1.84419 -0.59236 -1.35049 0.043 -0.119 0.515
H -0.72132 -1.96944 -0.80149 0.104 0.046 0.149
H -2.05536 -0.89183 1.57478 -0.227 0.356 -0.241
H -0.39796 -1.00354 2.14558 -0.156 0.052 -0.686
H 2.91766 -0.72340 0.57578 0.083 0.045 -0.184
```
Positions in Å, forces in eV/Å.

Calculated values
- M (g mol⁻¹) = 100.117
- LUMO level (spin up / spin down) (eV) = -0.176 / -0.176
- energy (eV) = -9404.755
- HOMO-LUMO gap (spin up / spin down) (Ha) = 0.3037 / 0.3037

---

Below is a single C5H8O2 molecule, with properties calculated with wB97M-V/def2-TZVPD.

XYZ file:
```
15
Properties=species:S:1:pos:R:3:forces:R:3
C 0.39578 1.68797 0.46143 -0.293 -0.122 -0.076
C 0.15081 0.41804 -0.40732 -0.060 -0.086 0.146
O 0.79997 0.68693 -1.61728 -0.145 -0.308 -0.213
C 0.59575 -0.83201 0.41902 0.332 -0.126 0.120
C -0.84933 -1.33487 0.58392 -0.113 -0.015 0.183
C -1.16083 -0.57341 -0.66634 0.054 0.230 -0.130
O -1.75273 -0.92827 -1.65522 0.776 1.043 0.493
H 1.48620 1.87193 0.42722 -0.420 -0.294 -0.150
H -0.06711 2.60617 0.08963 -0.175 -0.309 -0.080
H 0.15799 1.56140 1.52455 -0.240 -0.123 -0.303
H 0.35105 0.15994 -2.29171 0.156 0.075 -0.154
H 1.18840 -1.48854 -0.22189 -0.083 -0.083 0.148
H 1.12413 -0.62269 1.35012 0.071 0.047 -0.183
H -1.03659 -2.41033 0.62868 -0.117 0.248 -0.133
H -1.38350 -0.80225 1.37520 0.257 -0.176 0.332
```
Positions in Å, forces in eV/Å.

Calculated values
- M (g mol⁻¹) = 100.117
- LUMO level (eV) = 0.931
- energy (eV) = -9408.268
- HOMO-LUMO gap (Ha) = 0.3839

---

Below is a molecular structure, C5H8O2, with properties calculated with wB97M-V/def2-TZVPD.

XYZ file:
```
15
Properties=species:S:1:pos:R:3:forces:R:3
C -0.93043 1.25680 -0.49834 0.014 0.053 0.002
C -0.12460 0.11570 0.08294 -0.309 -0.082 -0.090
C -0.95230 -0.89114 0.86447 -0.145 -0.034 0.211
C 0.96056 -0.49263 -0.82716 0.012 -0.081 -0.071
C 1.89505 -0.08651 0.30240 0.540 0.117 0.026
O 3.04209 -0.22606 0.59980 -0.590 0.060 -0.180
O 0.93402 0.59934 0.98792 0.241 -0.051 0.023
H -0.27011 1.99991 -0.95397 -0.066 -0.070 0.064
H -1.60665 0.87474 -1.27187 0.112 0.034 0.131
H -1.53484 1.75053 0.26908 0.104 -0.089 -0.059
H -0.42017 -1.84175 0.96304 -0.053 0.101 0.023
H -1.12664 -0.50415 1.87785 0.000 -0.032 -0.290
H -1.92696 -1.08161 0.40661 0.162 0.016 -0.079
H 0.89982 -1.55630 -1.06548 0.028 0.153 0.106
H 1.16120 0.08312 -1.73728 -0.051 -0.095 0.182
```
Positions in Å, forces in eV/Å.

Calculated values
- M (g mol⁻¹) = 100.117
- LUMO level (eV) = 0.733
- energy (eV) = -9409.639
- HOMO-LUMO gap (Ha) = 0.4103

---

Below is a molecular structure, C5H8O2, with properties calculated with wB97M-V/def2-TZVPD.

XYZ file:
```
15
Properties=species:S:1:pos:R:3:forces:R:3
O -1.97243 1.27488 0.37743 -0.385 0.135 -0.067
C -1.48863 -0.05551 0.33608 0.230 -0.342 0.061
C -0.00489 0.09812 0.42723 -0.044 0.206 0.119
C 0.86125 0.14247 1.45339 -0.080 0.052 0.100
C 1.96748 0.54344 0.54276 0.547 0.172 0.058
O 3.12529 0.84687 0.65679 -0.554 -0.186 -0.059
C 0.98744 0.46747 -0.65895 0.031 0.111 -0.167
H -2.91923 1.26839 0.20139 0.042 0.015 -0.001
H -1.86907 -0.66373 1.17074 0.066 0.176 -0.079
H -1.76428 -0.56216 -0.60303 0.100 0.131 0.173
H 0.05056 -2.42865 -0.24570 0.032 -0.234 -0.014
H 0.76598 -0.01613 2.52328 0.037 0.048 -0.162
H 0.35181 -2.10783 0.35376 -0.051 -0.325 -0.159
H 0.77782 1.41879 -1.15422 0.137 -0.042 0.009
H 1.22397 -0.30002 -1.40776 -0.107 0.084 0.190
```
Positions in Å, forces in eV/Å.

Calculated values
- M (g mol⁻¹) = 100.117
- LUMO level (eV) = 0.309
- energy (eV) = -9406.783
- HOMO-LUMO gap (Ha) = 0.3635

---

Below is a single C5H8O2 molecule, with properties calculated with wB97M-V/def2-TZVPD.

XYZ file:
```
15
Properties=species:S:1:pos:R:3:forces:R:3
C -0.25275 -0.54273 -1.60610 0.028 0.017 -0.104
C -0.62924 0.12376 -0.29427 -0.034 -0.124 -0.132
C 0.29899 1.15588 0.44076 -0.303 0.008 0.335
O 1.55456 1.29707 -0.15979 0.128 -0.068 0.300
C 0.15979 0.19582 1.73314 0.383 0.109 -0.174
O 0.89390 -0.92205 1.25894 0.060 -0.477 -0.177
C -0.48512 -0.80219 0.89232 -0.366 -0.315 -0.164
H -1.05755 -1.24430 -1.86060 0.166 0.135 -0.060
H 0.65216 -1.15038 -1.47650 -0.070 0.169 -0.108
H -0.11616 0.14132 -2.44695 -0.004 -0.009 0.106
H -1.63532 0.55741 -0.33843 0.081 -0.218 0.046
H -0.07487 2.17725 0.56442 -0.253 -0.337 -0.022
H 1.77182 0.48642 -0.64315 -0.035 0.151 0.435
H -0.02138 0.21556 2.81603 0.535 0.764 -0.497
H -1.05881 -1.68881 1.12018 -0.316 0.196 0.216
```
Positions in Å, forces in eV/Å.

Calculated values
- M (g mol⁻¹) = 100.117
- LUMO level (eV) = 0.993
- energy (eV) = -9407.054
- HOMO-LUMO gap (Ha) = 0.3958

---

Below is a single C5H8O2 molecule, with properties calculated with wB97M-V/def2-TZVPD.

XYZ file:
```
15
Properties=species:S:1:pos:R:3:forces:R:3
C 2.80103 -0.00584 0.33748 -0.024 0.037 0.070
C 1.42848 0.13560 0.92946 0.122 -0.096 -0.535
O 0.56937 0.11383 -0.06599 0.264 -0.016 0.384
C -0.80252 0.02149 0.31479 -0.274 -0.043 0.152
C -1.78932 1.01565 -0.30320 0.118 0.348 0.070
O -2.59630 -0.06092 -0.80535 -0.164 0.007 -0.102
C -1.57646 -1.01895 -0.49015 0.149 -0.339 0.029
H 3.23327 -0.89285 0.81981 -0.015 0.122 -0.060
H 2.83974 -0.12040 -0.75325 -0.063 0.073 0.138
H 3.42794 0.83296 0.66068 -0.109 -0.083 0.009
H -0.84457 -0.06628 1.40082 -0.013 -0.003 -0.157
H -2.34395 1.64830 0.39814 0.114 -0.076 -0.121
H -1.36347 1.62908 -1.10675 -0.017 -0.099 0.082
H -1.02019 -1.33952 -1.38126 -0.104 0.029 0.110
H -1.96304 -1.89216 0.04477 0.017 0.138 -0.070
```
Positions in Å, forces in eV/Å.

Calculated values
- M (g mol⁻¹) = 100.117
- LUMO level (eV) = 1.074
- energy (eV) = -9405.682
- HOMO-LUMO gap (Ha) = 0.3572

---

Below is a single C5H8O2 molecule, with properties calculated with wB97M-V/def2-TZVPD.

XYZ file:
```
15
Properties=species:S:1:pos:R:3:forces:R:3
O 0.96417 -2.17616 -1.55698 -0.047 0.136 0.008
C 1.16818 -0.92624 -1.24117 -0.392 -0.154 -0.093
C -0.13614 -0.17890 -1.10023 0.045 0.066 0.013
C -0.23008 0.47190 0.27009 0.149 -0.166 0.053
C 0.07469 1.89350 0.42961 0.271 0.156 0.008
O -1.27153 1.43147 0.38812 -0.250 0.038 -0.005
C -0.07878 -0.47811 1.43304 -0.040 0.024 0.055
H 0.00821 -2.41002 -1.64178 0.197 0.074 0.009
H 0.90939 -0.95079 1.40516 -0.122 0.059 0.005
H -1.03604 -0.81277 -1.25665 0.165 0.016 0.036
H -0.14464 0.60671 -1.86754 0.029 -0.106 0.107
H 0.40760 2.26442 1.39905 -0.050 -0.078 -0.148
H 0.39660 2.47961 -0.43105 -0.059 -0.106 0.120
H -0.84026 -1.26606 1.38707 0.095 0.100 -0.012
H -0.19138 0.05143 2.38324 0.010 -0.060 -0.156
```
Positions in Å, forces in eV/Å.

Calculated values
- M (g mol⁻¹) = 100.117
- LUMO level (eV) = 0.755
- energy (eV) = -9405.953
- HOMO-LUMO gap (Ha) = 0.3533

---

> M of number 9 (C5H8O2)?

100.117 g mol⁻¹